Molecular formula: C18H27N6O2
Method: DFT, ωB97M-V/def2-TZVPD

Output
- charge = +1
- E_HOMO (eV) = -11.60
- SMILES = CC[C@@H](c1nnnn1C1CCCC1)[NH+]1CCN(C(=O)c2ccco2)CC1
- energy above the lowest of the compared OMol25 structures with the same formula, charge and spin (eV) = 0.0000

Geometry (Å):
C1 -0.35 -2.25 0.54
C2 -1.20 -1.01 0.76
C3 -0.93 0.12 -0.25
C4 -1.90 1.26 -0.19
N1 -1.40 2.49 -0.15
N2 -2.43 3.32 -0.16
N3 -3.51 2.69 -0.21
N4 -3.24 1.37 -0.23
C5 -4.36 0.47 -0.32
C6 -4.22 -0.64 -1.37
C7 -5.22 -1.69 -0.87
C8 -5.00 -1.70 0.65
C9 -4.70 -0.24 1.02
N5 0.42 0.78 -0.11
C10 0.95 0.87 1.28
C11 2.17 1.80 1.27
N6 3.18 1.30 0.36
C12 4.21 0.57 0.91
O1 4.23 0.35 2.11
C13 5.31 0.13 0.06
C14 6.42 -0.57 0.49
C15 7.25 -0.72 -0.64
C16 6.60 -0.11 -1.67
O2 5.43 0.41 -1.26
C17 2.68 1.21 -0.98
C18 1.46 0.28 -1.03
H1 0.70 -2.09 0.79
H2 -0.41 -2.59 -0.49
H3 -0.71 -3.05 1.18
H4 -2.24 -1.30 0.63
H5 -1.10 -0.64 1.78
H6 -0.96 -0.31 -1.26
H7 -5.20 1.12 -0.59
H8 -4.45 -0.28 -2.37
H9 -3.21 -1.06 -1.37
H10 -6.23 -1.37 -1.10
H11 -5.05 -2.66 -1.32
H12 -4.17 -2.35 0.90
H13 -5.88 -2.07 1.17
H14 -5.56 0.23 1.48
H15 -3.87 -0.16 1.73
H16 0.19 1.78 -0.35
H17 0.18 1.29 1.93
H18 1.25 -0.11 1.63
H19 2.60 1.82 2.28
H20 1.88 2.81 0.98
H21 6.60 -0.91 1.49
H22 8.20 -1.21 -0.68
H23 6.86 0.03 -2.70
H24 3.45 0.84 -1.65
H25 2.39 2.21 -1.32
H26 1.06 0.25 -2.04
H27 1.75 -0.73 -0.73

natural (NBO) population analysis, charges in e, atoms 1 to 4:
1 C -0.615
2 C -0.427
3 C -0.057
4 C 0.314

Molecular formula: C27H54Cl2InN3O4Si2
Method: DFT, ωB97M-V/def2-TZVPD

Output
- charge = 0
- E_HOMO (eV) = -7.50
- energy above the lowest of the compared OMol25 structures with the same formula, charge and spin (eV) = 0.0000

Geometry (Å):
C1 3.15 -2.41 -2.01
C2 2.06 -2.17 -3.01
H1 3.52 -3.44 -2.06
H2 2.78 -2.21 -0.99
H3 4.00 -1.74 -2.18
C3 1.72 -3.01 -4.00
C4 2.40 -4.30 -4.30
H4 0.91 -2.75 -4.69
H5 3.16 -4.57 -3.56
H6 2.88 -4.24 -5.28
H7 1.66 -5.11 -4.35
In1 0.28 0.07 0.23
Cl1 2.09 -1.04 1.44
C5 -1.52 1.65 -2.07
O1 -1.61 1.05 -0.97
N1 -2.56 2.17 -2.73
C6 -3.94 1.87 -2.36
C7 -2.37 3.05 -3.88
H8 -0.54 1.79 -2.58
H9 -3.96 1.32 -1.42
H10 -4.41 1.27 -3.15
H11 -4.50 2.80 -2.27
H12 -1.31 3.25 -4.03
H13 -2.91 4.00 -3.73
H14 -2.77 2.58 -4.80
H15 -2.05 3.38 4.28
H16 0.31 3.93 4.99
C8 -1.79 2.32 4.24
C9 0.54 2.85 4.94
N2 -0.36 2.18 4.01
H17 -2.35 1.81 3.46
C10 0.13 1.47 2.99
O2 -0.61 1.07 2.04
H18 1.56 2.70 4.58
H19 1.20 1.26 3.02
H20 -2.04 1.89 5.22
H21 0.43 2.43 5.95
H22 0.85 -3.82 -0.70
H23 -0.95 -3.92 -2.73
C11 -0.02 -3.92 -0.03
C12 -1.64 -4.10 -1.89
N3 -1.21 -3.40 -0.69
H24 0.16 -3.37 0.90
C13 -1.78 -2.25 -0.32
O3 -1.33 -1.50 0.58
H25 -2.64 -3.74 -2.15
H26 -2.71 -2.00 -0.87
H27 -0.17 -4.99 0.18
H28 -1.67 -5.18 -1.70
O4 0.52 -1.13 -1.62
C14 1.26 -0.90 -2.76
C15 -0.91 -0.82 -4.10
C16 0.40 -0.39 -3.92
H29 -1.31 -1.55 -3.40
C17 -1.67 -0.33 -5.16
H30 2.04 -0.14 -2.58
C18 0.96 0.53 -4.82
H31 -2.69 -0.69 -5.28
C19 -1.11 0.58 -6.06
C20 0.21 1.01 -5.89
H32 2.00 0.82 -4.66
H33 -1.71 0.94 -6.91
H34 0.65 1.72 -6.60
Si1 4.36 -2.64 5.10
Cl2 5.11 -3.85 3.57
C21 2.75 -3.45 5.60
C22 4.24 -0.99 4.25
C23 5.52 -2.56 6.57
H35 2.13 -3.63 4.71
H36 2.20 -2.80 6.30
H37 2.94 -4.41 6.10
H38 5.65 -3.53 7.06
H39 5.13 -1.87 7.33
H40 6.52 -2.20 6.29
H41 3.62 -1.08 3.35
H42 5.24 -0.65 3.95
H43 3.78 -0.25 4.92
C24 2.24 4.25 1.24
Si2 1.17 3.67 -0.19
C25 -0.61 4.11 0.26
C26 1.58 4.67 -1.74
C27 1.48 1.85 -0.51
H44 2.10 5.32 1.42
H45 3.30 4.08 1.01
H46 2.00 3.71 2.17
H47 -0.63 5.11 0.72
H48 -1.26 4.13 -0.62
H49 -1.02 3.39 0.98
H50 2.63 4.52 -2.03
H51 0.95 4.37 -2.58
H52 1.43 5.75 -1.57
H53 2.46 1.57 -0.09
H54 1.57 1.71 -1.60

Löwdin population analysis, charges in e, atoms 1 to 4:
1 C -0.043
2 C -0.231
3 H 0.062
4 H 0.032

Molecular formula: C26H74O25P6Si2
Method: DFT, ωB97M-V/def2-TZVPD

Output
- charge = 0
- E_HOMO (eV) = -8.99

Geometry (Å):
C1 -2.11 0.31 0.00
C2 -2.84 -0.54 -1.05
C3 -2.39 -0.17 -2.47
O1 -1.02 0.18 -2.44
C4 -0.60 0.91 -3.60
Si1 0.56 2.32 -3.11
C5 1.06 2.26 -1.33
C6 1.69 0.92 -0.88
C7 3.06 1.16 -0.22
P1 4.01 -0.30 0.15
O2 5.32 0.04 0.72
O3 3.15 -1.29 1.06
C8 3.89 -1.92 2.13
C9 3.27 -3.24 2.56
O4 4.24 -1.01 -1.29
C10 5.27 -1.99 -1.25
C11 5.08 -3.01 -2.37
O5 -0.15 3.78 -3.49
Si2 -1.60 4.15 -2.80
H1 -2.04 1.36 -0.29
H2 -1.12 -0.11 0.14
H3 -2.62 0.24 0.97
H4 -2.51 -1.57 -0.89
H5 -3.92 -0.42 -0.94
H6 -2.55 -1.03 -3.14
H7 -3.01 0.65 -2.84
H8 -1.45 1.24 -4.21
H9 -0.03 0.22 -4.25
H10 1.79 2.17 -3.93
H11 1.82 3.03 -1.20
H12 0.26 2.56 -0.65
H13 1.74 0.16 -1.66
H14 1.05 0.52 -0.10
H15 3.68 1.86 -0.77
H16 2.87 1.63 0.75
H17 3.90 -1.26 3.00
H18 4.93 -2.10 1.87
H19 3.17 -3.93 1.72
H20 4.00 -3.70 3.23
H21 2.34 -3.13 3.11
H22 5.28 -2.53 -0.31
H23 6.26 -1.55 -1.38
H24 4.44 -3.83 -2.06
H25 6.05 -3.43 -2.63
H26 4.65 -2.50 -3.23
H27 -2.52 4.81 -3.75
H28 -1.48 5.04 -1.62
H29 -2.27 2.92 -2.32
C12 1.50 -10.98 0.43
O6 1.96 -9.99 1.37
P2 1.88 -8.41 0.92
O7 2.83 -7.81 1.89
O8 0.34 -8.30 1.37
C13 -0.05 -8.73 2.67
O9 1.63 -7.16 -0.09
C14 2.77 -6.70 -0.82
H30 1.58 -11.96 0.91
H31 0.46 -10.80 0.15
H32 2.12 -10.98 -0.47
H33 0.77 -8.66 3.38
H34 -0.41 -9.77 2.63
H35 -0.88 -8.10 2.99
H36 3.24 -7.52 -1.35
H37 3.48 -6.24 -0.13
H38 2.44 -5.95 -1.53
C15 -6.07 6.35 -9.45
O10 -6.09 5.23 -8.54
P3 -5.27 5.36 -7.15
O11 -5.07 3.98 -6.70
O12 -6.41 6.16 -6.34
C16 -7.70 5.57 -6.21
O13 -4.14 6.29 -6.53
C17 -2.78 6.04 -6.92
H39 -6.70 6.10 -10.30
H40 -6.46 7.25 -8.97
H41 -5.06 6.54 -9.81
H42 -7.65 4.48 -6.25
H43 -8.36 5.93 -7.00
H44 -8.11 5.87 -5.25
H45 -2.67 5.99 -8.00
H46 -2.43 5.11 -6.47
H47 -2.17 6.86 -6.55
C18 4.45 6.36 3.40
O14 3.48 5.99 2.40
P4 2.20 5.10 2.85
O15 1.71 4.50 1.60
O16 1.34 6.36 3.36
C19 1.08 7.43 2.46
O17 1.66 4.25 4.09
C20 2.12 2.88 4.20
H48 5.20 6.98 2.92
H49 3.98 6.93 4.20
H50 4.94 5.48 3.81
H51 1.08 7.10 1.42
H52 1.83 8.22 2.59
H53 0.11 7.85 2.71
H54 3.21 2.82 4.13
H55 1.66 2.28 3.42
H56 1.81 2.51 5.17
C21 -6.94 9.76 0.69
O18 -6.62 8.40 0.35
P5 -5.54 8.12 -0.85
O19 -5.88 6.73 -1.20
O20 -4.23 8.26 0.07
C22 -4.14 7.48 1.26
O21 -4.77 8.68 -2.14
C23 -5.53 8.79 -3.37
H57 -7.64 9.74 1.53
H58 -6.05 10.31 1.00
H59 -7.42 10.28 -0.14
H60 -4.72 6.56 1.18
H61 -4.49 8.06 2.11
H62 -3.09 7.23 1.41
H63 -6.47 9.33 -3.21
H64 -5.74 7.80 -3.76
H65 -4.93 9.35 -4.08
C24 2.59 -9.60 8.01
O22 2.35 -10.96 7.60
P6 3.18 -11.55 6.34
O23 2.40 -12.70 5.86
O24 4.51 -11.94 7.16
C25 4.38 -12.85 8.25
O25 4.05 -10.96 5.14
C26 3.32 -10.40 4.02
H66 1.99 -9.41 8.89
H67 3.65 -9.47 8.27
H68 2.32 -8.90 7.23
H69 3.54 -13.52 8.13
H70 4.28 -12.30 9.19
H71 5.30 -13.43 8.30
H72 2.57 -9.68 4.35
H73 2.85 -11.20 3.46
H74 4.03 -9.89 3.38

Löwdin population analysis, charges in e, atoms 1 to 4:
1 C -0.098
2 C -0.207
3 C -0.251
4 O -0.235

HOMO-LUMO gap in Eh, matching the order above: 0.34057; 0.28867; 0.29374